Molecular formula: C4H9N2O
Method: DFT, ωB97M-V with the def2-TZVPD basis set

Geometry as ORCA input:
```
! wB97M-V def2-TZVPD RIJCOSX def2/J DEFGRID3
* xyz 1 1
O 0.4754 3.0857 0.3822
N -1.0684 -0.5447 -1.6036
N -0.2288 -1.8954 -0.1878
C -0.4351 0.2224 -0.6495
C -0.8924 -1.8286 -1.3250
C 0.1181 -0.6316 0.2441
C 0.7594 -0.3490 1.5364
H 1.0914 3.5476 0.9760
H -0.5953 1.2711 -0.5018
H -1.3734 -2.6357 -1.8439
H 0.0058 -2.7904 0.2317
H -1.2988 -0.2948 -2.5558
H 0.1442 -0.5735 2.4141
H 1.1211 0.6769 1.5721
H 0.5083 3.6840 -0.3888
H 1.6683 -0.9439 1.6996
*
```

Output
* molar mass: 101.13 g mol⁻¹
* strongest force on any atom: 0.0279 Eh/bohr
* HOMO energy: -14.05 eV
* relative energy (zero: lowest compared OMol25 entry of this formula, charge and spin): 34.3 kJ/mol
* E: -9315.6599 eV
* orbital gap: 10.91 eV